One molecule with the formula C7H8 at a distorted geometry. Source: the Open Molecules 2025 dataset; level of theory: ωB97M-V/def2-TZVPD.

XYZ file:
```
15
Properties=species:S:1:pos:R:3:forces:R:3:lowdin_charge:R:1
C 1.723 -1.581 1.374 0.3 -0.6 0.5 -0.033
C 0.787 -0.684 1.299 -2.3 3.4 -2.5 -0.143
C -0.479 0.004 1.687 -0.2 -0.2 0.1 -0.139
C -0.134 0.605 0.367 2.4 -2.4 1.1 -0.191
C 0.156 1.794 -0.447 -0.9 -1.4 0.1 0.095
C -0.470 0.790 -1.042 0.4 0.8 1.1 -0.179
C -1.050 0.170 -2.238 -0.1 -0.1 -0.2 -0.036
H 2.496 -1.683 0.623 0.1 0.1 -0.1 0.040
H 1.779 -2.285 2.201 0.0 -0.1 0.1 0.043
H -1.375 -0.614 1.736 -0.1 -0.1 0.1 0.100
H -0.429 0.668 2.550 0.0 0.0 0.0 0.103
H 0.583 2.767 -0.463 0.2 0.4 -0.1 0.089
H -1.321 -0.866 -2.038 0.0 0.1 -0.1 0.082
H -0.326 0.199 -3.051 0.0 0.0 -0.1 0.084
H -1.940 0.717 -2.558 0.0 -0.1 0.0 0.085
```
Forces are in eV/Å.

Values from the calculation:
Orbital gap (Ha): 0.2908
Charge: 0
LUMO energy (hartree): 0.0355
Electronic energy (eV): -7382.75775
Energy relative to the best compared isomer or geometry (same formula, charge and spin) (kcal per mole): 138.12

One molecule with the formula C7H8 at a distorted geometry. Source: the Open Molecules 2025 dataset; level of theory: ωB97M-V/def2-TZVPD.

XYZ file:
```
15
Properties=species:S:1:pos:R:3:forces:R:3:lowdin_charge:R:1
C -1.974 0.028 0.921 -0.7 -1.3 -1.0 -0.052
C -0.726 -0.149 0.094 -0.6 0.4 -0.3 -0.292
C -0.355 0.837 -0.841 0.0 -0.1 0.6 -0.056
C 0.986 1.057 -1.056 0.5 -0.1 0.1 -0.092
C 1.953 0.154 -0.569 -1.1 1.0 -0.7 -0.101
C 1.495 -1.046 -0.073 0.7 0.3 0.5 -0.088
C 0.153 -1.177 0.337 1.7 0.8 -0.3 -0.056
H -2.379 -0.974 1.088 0.1 0.0 0.7 0.075
H -1.777 0.548 1.854 0.0 0.0 0.0 0.084
H -2.811 0.490 0.395 0.3 0.5 -0.1 0.075
H -1.134 1.458 -1.266 0.1 0.4 0.2 0.108
H 1.354 1.966 -1.518 -0.3 0.0 -0.3 0.100
H 2.958 0.551 -0.583 0.4 -0.9 -0.2 0.098
H 2.245 -1.789 0.177 -0.3 -0.2 0.2 0.099
H 0.012 -1.954 1.041 -0.8 -0.8 0.4 0.099
```
Forces are in eV/Å.

Values from the calculation:
Orbital gap (Ha): 0.3656
Charge: 0
LUMO energy (hartree): 0.0400
Electronic energy (eV): -7388.04265
Energy relative to the best compared isomer or geometry (same formula, charge and spin) (kcal per mole): 16.25

One molecule with the formula C7H8 at a distorted geometry. Source: the Open Molecules 2025 dataset; level of theory: ωB97M-V/def2-TZVPD.

XYZ file:
```
15
Properties=species:S:1:pos:R:3:forces:R:3:lowdin_charge:R:1
C -2.040 0.152 -0.650 6.0 -2.5 1.6 0.120
C -1.410 0.182 0.554 -0.4 -0.5 -3.9 -0.079
C 0.365 -1.447 -1.239 3.3 -4.2 0.9 -0.049
C -0.300 -0.302 -1.203 -5.2 6.9 -2.3 -0.081
C 1.043 -1.168 0.092 -1.9 -2.3 1.9 -0.070
C 0.066 0.123 0.171 0.9 0.7 1.4 -0.400
C 0.730 1.391 0.659 0.3 -0.4 -1.0 -0.030
H -2.915 0.280 -1.165 -2.1 0.3 -0.8 0.030
H -1.888 0.555 1.363 -0.9 0.9 3.3 0.055
H 0.572 -2.174 -1.966 0.3 -0.6 -1.0 0.081
H 0.869 -2.059 0.792 0.4 1.4 -0.3 0.115
H 2.124 -0.889 0.144 -0.8 0.0 -0.5 0.120
H 1.776 1.396 0.656 1.8 -0.7 0.0 0.059
H 0.456 1.659 1.619 -0.7 -0.1 2.4 0.058
H 0.553 2.301 0.173 -1.1 1.1 -1.6 0.072
```
Forces are in eV/Å.

Values from the calculation:
Orbital gap (spin up / spin down) (Ha): 0.2487 / 0.2719
Charge: 0
LUMO energy (spin up / spin down) (hartree): 0.0399 / -0.0631
Electronic energy (eV): -7379.17642
Energy relative to the best compared isomer or geometry (same formula, charge and spin) (kcal per mole): 108.87
Expectation value of S²: 2.0112
Spin multiplicity: 3

One molecule with the formula C7H8BNO2 at a distorted geometry. Source: the Open Molecules 2025 dataset; level of theory: ωB97M-V/def2-TZVPD.

XYZ file:
```
19
Properties=species:S:1:pos:R:3:forces:R:3:lowdin_charge:R:1
N 2.071 -0.795 2.391 0.8 -0.4 0.2 0.090
C 1.067 -0.483 1.495 0.2 0.3 0.2 -0.312
C -0.141 0.009 2.000 0.5 -0.2 0.6 -0.037
C -1.164 0.369 1.177 -0.8 0.4 -0.6 -0.030
C -0.951 0.362 -0.196 -0.8 0.6 -0.3 -0.170
C 0.248 -0.064 -0.718 -1.6 0.1 -1.1 -0.045
C 1.226 -0.544 0.113 0.9 -0.6 0.0 0.015
B -0.057 0.058 -2.250 1.3 0.1 -1.3 -0.541
O 0.845 -0.259 -3.253 -1.2 0.4 0.0 0.158
O -1.307 0.623 -2.592 1.8 -1.2 1.8 0.082
C -1.914 0.800 -1.299 -0.8 0.5 0.3 -0.117
H 1.954 -0.883 3.396 -0.4 0.1 -0.7 0.097
H 2.986 -1.060 2.061 -0.3 0.0 -0.1 0.091
H -0.210 0.122 3.075 -0.3 -0.1 0.0 0.111
H -2.122 0.675 1.572 0.0 0.1 0.2 0.116
H 2.079 -0.999 -0.371 0.4 0.0 0.3 0.121
H 0.385 -0.012 -4.077 0.6 -0.3 0.1 0.110
H -2.161 1.867 -1.259 -0.1 -0.2 0.4 0.133
H -2.834 0.210 -1.264 0.0 0.1 0.0 0.131
```
Forces are in eV/Å.

Values from the calculation:
Orbital gap (Ha): 0.3188
Charge: 0
LUMO energy (hartree): 0.0282
Electronic energy (eV): -13652.90560
Energy relative to the best compared isomer or geometry (same formula, charge and spin) (kcal per mole): 0.00

C7H8Br15CaO2Rb as an isolated structure at a distorted geometry. Source: the Open Molecules 2025 dataset; level of theory: ωB97M-V/def2-TZVPD.

XYZ file:
```
34
Properties=species:S:1:pos:R:3:forces:R:3:lowdin_charge:R:1
Rb 7.659 -2.801 1.167 -0.1 -0.2 0.2 0.945
Ca 5.927 2.790 -2.614 -0.9 -0.1 0.1 1.479
C 0.261 -0.241 -0.554 1.3 -0.6 -0.3 0.015
C 1.575 0.390 -1.002 -0.1 0.9 0.5 -0.723
O 2.702 -0.118 -0.870 0.4 -0.7 0.1 -0.033
O 1.521 1.553 -1.497 0.1 0.4 -0.4 0.039
H -0.440 0.500 -0.169 0.0 -0.2 -0.4 0.090
H 0.504 -1.010 0.179 0.0 0.2 0.3 0.082
H -0.057 -0.833 -1.412 -0.7 0.4 -0.1 0.090
C 1.479 5.685 3.292 -0.5 1.4 0.6 -1.521
Br 1.490 7.683 3.488 -0.1 -1.0 -0.3 0.489
Br -0.389 5.061 3.250 1.2 0.1 0.1 0.545
Br 2.576 5.019 4.787 -0.7 -0.1 -1.0 0.522
H 1.913 5.528 2.305 0.1 -0.4 0.5 -0.035
C -2.341 7.561 -2.926 -0.8 -0.7 0.2 -1.591
Br -1.338 8.833 -3.940 -0.1 -0.3 0.0 0.574
Br -3.612 6.488 -4.074 0.9 0.9 0.8 0.499
Br -3.227 8.393 -1.408 -0.1 -0.1 -0.5 0.557
H -1.705 6.824 -2.435 0.1 0.2 -0.6 -0.039
C -5.702 -2.017 -3.970 0.7 -1.5 -0.5 -1.428
Br -5.205 -3.450 -2.583 -0.7 1.3 -1.2 0.450
Br -7.068 -2.626 -5.292 0.9 0.4 1.3 0.526
Br -4.023 -1.620 -4.972 -1.1 0.1 0.7 0.473
H -6.068 -1.148 -3.424 0.2 -0.2 -0.3 -0.022
C 1.189 -8.473 -1.992 0.5 -0.7 0.1 -1.554
Br 2.238 -10.207 -1.975 -0.9 1.3 0.4 0.500
Br 1.192 -7.858 -3.794 0.1 0.4 -0.1 0.574
Br 1.849 -7.160 -0.683 -0.2 -0.6 -0.6 0.511
H 0.138 -8.632 -1.752 0.5 -0.4 0.2 -0.024
C 1.247 -2.785 6.862 1.4 -0.4 0.6 -1.451
Br 3.187 -2.169 6.745 -1.1 -0.4 0.1 0.423
Br 0.437 -1.995 8.452 0.3 -0.6 -1.0 0.572
Br 1.248 -4.820 6.862 -0.2 2.0 -0.1 0.495
H 0.844 -2.348 5.947 -0.3 -0.5 0.3 -0.030
```
Forces are in eV/Å.

Values from the calculation:
Orbital gap (Ha): 0.1023
Charge: +2
LUMO energy (hartree): -0.3580
Electronic energy (eV): -1081192.76643

C7H8BrFN2O2 as an isolated structure at a distorted geometry. Source: the Open Molecules 2025 dataset; level of theory: ωB97M-V/def2-TZVPD.

XYZ file:
```
21
Properties=species:S:1:pos:R:3:forces:R:3:lowdin_charge:R:1
C 0.365 -1.492 0.607 0.1 1.3 2.1 -0.304
C -2.227 -0.390 0.209 -0.2 0.3 1.3 -0.726
C 0.644 0.877 -0.111 -2.7 -1.0 2.9 -0.325
C -0.355 -1.788 -0.700 0.5 1.6 0.6 -0.126
C -1.748 -1.197 -0.933 -1.3 -1.1 -1.2 -0.192
C -0.187 -0.234 1.301 2.0 1.7 -3.2 -0.259
C 1.893 2.838 -0.187 1.6 3.7 0.2 -0.070
N -1.582 -0.032 1.234 0.5 0.3 -0.1 0.101
N 1.366 -2.152 1.010 -0.2 -0.6 -1.6 0.164
O 0.421 0.676 -1.260 0.8 0.8 -0.2 0.134
O 1.172 1.885 0.540 0.2 -0.1 0.2 -0.001
F 0.387 0.237 2.465 -0.9 -1.2 -1.1 0.059
Br -4.115 0.051 0.274 0.5 -0.2 -0.3 0.699
H 0.310 -1.541 -1.514 0.1 0.0 0.0 0.118
H -0.390 -2.801 -0.618 -0.4 -3.2 -0.3 0.084
H -2.512 -2.069 -1.055 1.2 1.6 0.1 0.144
H -1.797 -0.596 -1.886 0.0 -0.6 1.0 0.135
H 1.339 3.617 -0.749 -0.7 -0.9 0.4 0.102
H 2.543 2.413 -0.900 0.7 -0.9 -0.7 0.073
H 2.553 3.530 0.481 -1.2 -1.8 -0.5 0.131
H 1.921 -1.832 1.789 -0.6 0.4 0.5 0.059
```
Forces are in eV/Å.

Values from the calculation:
Orbital gap (Ha): 0.3432
Charge: 0
LUMO energy (hartree): 0.0115
Electronic energy (eV): -87221.11902

One molecule with the formula C7H8BrN at a distorted geometry. Source: the Open Molecules 2025 dataset; level of theory: ωB97M-V/def2-TZVPD.

XYZ file:
```
17
Properties=species:S:1:pos:R:3:forces:R:3:lowdin_charge:R:1
C -0.766 -2.269 0.223 -0.5 -1.5 -0.9 -0.288
C 0.560 1.618 0.086 -1.5 -1.3 0.3 -0.093
C -0.820 1.654 0.070 3.1 0.5 0.2 -0.231
C 1.233 0.467 -0.521 -1.2 -0.8 -1.2 -0.200
C 1.338 -0.875 0.273 0.3 -0.9 0.1 -0.177
C -0.018 -1.214 0.689 -1.1 1.9 1.3 -0.139
C -1.522 0.546 -0.416 -0.1 -0.5 -2.6 -0.657
N -1.344 -3.153 -0.266 0.2 0.5 0.4 0.155
Br -3.294 0.346 0.114 -0.3 -0.2 0.1 0.738
H 1.079 2.241 0.777 0.4 0.9 -0.1 0.101
H -1.162 2.560 0.504 -1.4 0.2 0.7 0.093
H 0.583 0.185 -1.399 1.3 0.3 0.4 0.117
H 2.224 0.693 -0.782 1.3 0.5 -0.8 0.095
H 1.679 -1.740 -0.355 0.2 1.2 0.2 0.135
H 2.068 -0.733 1.106 -0.7 -0.2 -0.4 0.129
H -0.496 -0.548 1.416 0.2 -0.7 0.1 0.109
H -1.342 0.224 -1.519 -0.3 0.2 2.3 0.113
```
Forces are in eV/Å.

Values from the calculation:
Orbital gap (spin up / spin down) (Ha): 0.2826 / 0.2679
Charge: 0
LUMO energy (spin up / spin down) (hartree): -0.0315 / -0.0316
Electronic energy (eV): -78917.07374
Energy relative to the best compared isomer or geometry (same formula, charge and spin) (kcal per mole): 48.33

A 2-piece molecular cluster, C7H8Cl2N3P overall at a distorted geometry. Source: the Open Molecules 2025 dataset; level of theory: ωB97M-V/def2-TZVPD.

XYZ file:
```
21
Properties=species:S:1:pos:R:3:forces:R:3:lowdin_charge:R:1
N 1.532 -1.231 -2.713 0.7 0.1 2.4 -0.074
N 0.735 -2.011 -1.801 -0.8 0.8 -0.1 -0.342
P 0.441 -1.780 -0.293 0.3 -1.1 0.2 0.130
Cl -0.763 -3.347 0.234 0.5 0.2 -0.3 0.328
Cl 2.057 -2.013 1.054 -0.3 -0.1 -0.6 0.261
C -0.434 -0.435 0.496 0.4 -0.3 -0.2 -0.451
C -1.504 0.046 -0.223 -1.6 0.9 -1.1 -0.123
C -2.232 1.171 0.209 0.5 0.2 0.2 -0.077
C -1.752 1.829 1.358 -1.2 -1.3 0.3 -0.062
C -0.803 1.153 2.197 -0.3 2.0 0.8 -0.067
C -0.103 0.037 1.775 -2.7 1.8 -2.1 -0.130
H 1.086 -0.762 -3.472 -1.0 -0.3 -0.2 0.057
H 2.211 -1.885 -3.006 0.7 -0.4 -0.9 0.045
H -1.885 -0.405 -1.161 0.8 0.0 0.7 0.117
H -3.150 1.516 -0.357 1.4 -0.3 0.8 0.125
H -2.377 2.690 1.670 1.0 -0.5 0.2 0.109
H -0.600 1.603 3.216 -0.2 -0.6 -1.4 0.125
H 0.554 -0.474 2.358 1.8 -1.0 1.6 0.027
C 2.337 1.406 -0.539 -0.8 1.7 1.1 -0.088
N 1.877 2.302 0.022 0.4 -0.8 -0.6 0.075
H 2.774 0.589 -1.023 0.3 -0.9 -0.6 0.015
```
Forces are in eV/Å.

Values from the calculation:
Orbital gap (Ha): 0.3208
Charge: 0
LUMO energy (hartree): 0.0023
Electronic energy (eV): -46191.21614
Energy relative to the best compared isomer or geometry (same formula, charge and spin) (kcal per mole): 24.58